Density functional theory data (ωB97M-V with the def2-TZVPD basis set) for a structure of composition C39H28AlClIN4O2S3.

```
79
Properties=species:S:1:pos:R:3:forces:R:3
Al 0.051 -0.181 -0.289 -0.118 0.113 -0.035
C 1.291 -3.451 -1.108 -0.048 0.188 -0.078
C 2.209 -2.271 -1.218 -0.044 0.016 0.028
C 3.412 -2.374 -1.924 0.008 -0.009 -0.033
C 4.288 -1.314 -1.959 -0.002 -0.042 -0.035
C 3.999 -0.170 -1.219 0.113 0.078 -0.021
C 2.809 -0.126 -0.542 -0.107 -0.127 0.020
N 1.898 -1.130 -0.593 0.067 0.035 -0.126
C 2.458 0.924 0.448 -0.171 -0.095 0.094
C 3.286 1.936 0.896 0.096 0.066 0.043
C 2.852 2.710 1.960 -0.001 0.028 0.050
C 1.674 2.392 2.622 0.053 -0.053 0.029
C 0.904 1.344 2.145 -0.040 -0.202 0.021
N 1.266 0.714 1.018 -0.269 0.207 0.022
C -0.235 0.723 2.887 -0.013 -0.150 -0.101
C -0.822 1.320 3.984 -0.038 0.152 0.015
C -1.828 0.627 4.649 0.005 0.021 0.015
C -2.179 -0.630 4.210 -0.043 -0.013 0.043
C -1.527 -1.181 3.101 0.016 0.011 -0.055
C -1.864 -2.569 2.631 0.059 0.147 -0.027
N -0.584 -0.501 2.453 0.080 0.114 -0.133
H 1.876 -4.370 -1.096 0.010 0.017 -0.013
H 0.684 -3.387 -0.209 0.006 -0.015 -0.001
H 0.605 -3.489 -1.955 -0.011 0.026 -0.012
H 3.636 -3.300 -2.439 0.008 0.027 0.028
H 5.211 -1.380 -2.522 -0.039 0.007 0.020
H 4.698 0.653 -1.173 -0.041 -0.014 -0.021
H 4.243 2.124 0.432 -0.026 -0.047 0.011
H 3.462 3.531 2.316 -0.008 -0.049 -0.014
H 1.396 2.916 3.525 0.003 -0.001 -0.013
H -0.519 2.302 4.319 -0.033 -0.015 -0.017
H -2.321 1.069 5.506 0.027 -0.018 -0.037
H -2.946 -1.201 4.718 0.034 0.015 -0.031
H -1.667 -3.289 3.428 -0.015 0.009 -0.017
H -2.925 -2.641 2.378 0.040 -0.006 -0.021
H -1.267 -2.831 1.761 -0.043 0.018 -0.024
Cl -6.719 -0.262 -0.567 -0.022 0.020 -0.001
C -5.032 -0.645 -0.593 -0.007 -0.158 -0.052
C -4.621 -1.872 -1.034 -0.101 0.096 0.009
C -3.254 -2.210 -1.059 0.296 -0.220 -0.031
I -2.660 -4.088 -1.745 -0.081 0.149 0.069
C -2.288 -1.328 -0.636 0.045 -0.123 0.071
O -0.984 -1.588 -0.597 -0.208 0.012 0.109
C -2.727 -0.042 -0.206 -0.051 0.055 0.051
N -1.731 0.819 0.143 0.055 -0.230 0.137
C -2.041 2.049 0.481 0.130 -0.083 0.070
C -3.369 2.493 0.561 -0.038 0.022 0.022
C -4.386 1.631 0.249 -0.029 0.063 0.022
C -4.086 0.320 -0.173 0.143 0.101 -0.001
H -5.356 -2.590 -1.372 0.032 0.014 0.018
H -1.217 2.721 0.703 -0.024 -0.027 -0.021
H -3.572 3.513 0.856 0.019 -0.029 -0.008
H -5.419 1.952 0.301 0.051 -0.027 -0.008
O 0.240 0.830 -1.668 0.227 0.278 -0.774
C 0.262 1.470 -2.926 -0.053 -0.043 0.205
C 1.686 1.950 -3.199 -0.007 -0.073 0.056
C 2.538 1.543 -4.182 0.079 0.009 -0.084
C 3.837 2.125 -4.083 -0.011 -0.097 -0.054
C 3.953 2.961 -3.018 -0.040 0.087 0.084
S 2.482 3.057 -2.140 0.012 -0.034 -0.040
C -0.146 0.533 -4.062 0.067 -0.128 0.256
C -0.646 0.868 -5.283 -0.041 0.026 -0.151
C -0.828 -0.255 -6.141 -0.014 0.200 -0.043
C -0.463 -1.422 -5.550 0.101 -0.120 0.106
S 0.103 -1.161 -3.953 0.022 -0.100 0.126
C -0.732 2.633 -2.934 -0.036 -0.034 0.027
C -0.534 3.977 -3.050 -0.065 0.078 0.032
C -1.749 4.729 -3.024 0.158 0.092 -0.002
C -2.845 3.939 -2.903 -0.119 -0.161 -0.001
S -2.421 2.280 -2.842 0.022 0.019 0.034
H 2.253 0.850 -4.964 0.000 0.057 0.083
H 4.640 1.929 -4.783 -0.068 0.032 0.057
H 4.803 3.558 -2.716 -0.070 -0.069 -0.066
H -0.883 1.887 -5.562 0.022 -0.062 0.009
H -1.218 -0.187 -7.148 0.013 -0.017 0.079
H -0.502 -2.423 -5.955 -0.026 0.104 0.040
H 0.437 4.435 -3.165 -0.026 -0.027 -0.014
H -1.789 5.808 -3.106 -0.002 -0.097 0.006
H -3.887 4.229 -2.873 0.128 0.007 -0.005
```
Forces are in eV/Å.

Values from the calculation:
- Highest occupied orbital energy: -10.33 eV
- Electronic energy: -4067.435456 Eh
- Net charge: +1
- 2S+1: 1
- LUMO level: -3.46 eV